# 1
{
  "formula": "C2H4NOP",
  "method": "ωB97M-V with the def2-TZVPD basis set",
  "total_energy_ha": -549.88646,
  "orbital_gap_ev": 9.7,
  "charge": 0,
  "homo_ev": -9.559,
  "species": ["H", "C", "H", "H", "C", "P", "H", "N", "O"],
  "xyz": [[-2.282, -0.432, -0.550], [1.555, 0.299, -0.637], [-2.060, -0.064, 1.717], [2.272, 0.378, 0.161], [0.443, 0.936, -0.544], [-1.340, -0.273, 0.528], [2.028, -0.015, -1.449], [-0.569, 1.194, 0.110], [-0.413, -1.451, 0.521]],
  "nbo_charge": [-0.086, -0.540, -0.066, 0.251, 0.426, 1.617, 0.226, -0.761, -1.068]
}

# 2
{
  "formula": "C7H16NSi",
  "method": "ωB97M-V with the def2-TZVPD basis set",
  "total_energy_ha": -620.21972,
  "orbital_gap_ev": 10.2,
  "charge": 1,
  "smiles": "C#C[C@@H]([NH3+])C[Si](C)(C)C",
  "homo_ev": -13.578,
  "species": ["H", "H", "H", "C", "H", "H", "H", "C", "C", "H", "H", "H", "Si", "H", "C", "H", "H", "C", "H", "C", "H", "C", "N", "H", "H"],
  "xyz": [[2.575, -0.571, 1.286], [-0.135, -1.193, 1.358], [0.163, 2.859, 0.870], [2.511, 0.452, 1.320], [0.573, -1.848, -0.079], [-3.253, -1.045, 0.434], [3.317, 1.080, 1.256], [-1.685, -2.237, -1.210], [-0.337, 1.973, 0.567], [1.354, 2.161, -1.649], [-0.842, 2.254, -0.347], [-1.961, -0.261, 1.124], [1.021, 0.731, 0.164], [-0.974, 1.863, 1.466], [-0.051, -0.982, 0.207], [0.457, 0.607, -2.087], [-1.332, -4.283, -1.933], [1.360, 1.060, -1.580], [2.142, 0.688, 2.353], [-1.397, -3.324, -1.679], [-1.288, -0.110, -1.449], [-1.429, -0.921, -0.641], [-2.479, -0.407, 0.271], [2.234, 0.720, -1.994], [-2.842, 0.489, -0.021]],
  "nbo_charge": [0.240, 0.231, 0.271, -1.065, 0.267, 0.454, 0.260, -0.120, -1.163, 0.253, 0.238, 0.458, 1.619, 0.234, -0.855, 0.221, 0.231, -1.125, 0.245, -0.057, 0.251, -0.129, -0.668, 0.258, 0.448]
}

# 3
{
  "formula": "C4H6N2",
  "method": "ωB97M-V with the def2-TZVPD basis set",
  "total_energy_ha": -265.43741,
  "orbital_gap_ev": 9.8,
  "charge": 0,
  "smiles": "Cc1c[nH]cn1",
  "homo_ev": -8.703,
  "species": ["C", "H", "N", "H", "N", "H", "H", "C", "C", "H", "C", "H"],
  "xyz": [[0.131, 1.152, -0.069], [0.310, 2.162, 0.073], [0.358, -0.969, -0.413], [-2.043, -1.036, 0.990], [1.855, 0.630, 0.043], [-2.305, -0.888, -0.754], [2.334, -1.414, -0.286], [-1.962, -0.361, 0.134], [1.595, -0.629, -0.218], [2.853, 0.838, 0.245], [-0.540, 0.014, -0.083], [-2.586, 0.502, 0.339]],
  "nbo_charge": [-0.036, 0.221, -0.538, 0.236, -0.654, 0.237, 0.187, -0.626, 0.241, 0.413, 0.102, 0.218]
}

# 4
{
  "formula": "C6H12O",
  "method": "ωB97M-V with the def2-TZVPD basis set",
  "total_energy_ha": -311.04252,
  "orbital_gap_ev": 12.3,
  "charge": 0,
  "homo_ev": -11.155,
  "species": ["C", "H", "H", "H", "O", "C", "H", "C", "C", "H", "H", "H", "H", "C", "H", "H", "C", "H", "H"],
  "xyz": [[1.211, -0.781, 0.518], [-0.028, -2.415, 1.225], [0.689, -1.456, 2.529], [-0.907, 2.833, -0.137], [-2.499, -1.129, -1.279], [-1.505, -1.681, -1.253], [1.309, -1.244, -0.474], [0.166, 0.342, 0.459], [0.116, 1.061, -0.889], [1.687, -2.603, 1.620], [2.192, -0.347, 0.749], [-0.035, 0.322, -1.689], [-1.977, 1.642, -0.892], [-0.988, 2.113, -0.961], [-0.830, -0.058, 0.696], [1.094, 1.517, -1.092], [0.875, -1.873, 1.532], [0.374, 1.085, 1.241], [-0.948, 2.672, -1.902]],
  "nbo_charge": [-0.399, 0.201, 0.201, 0.203, -0.507, 0.510, 0.198, -0.402, -0.394, 0.209, 0.198, 0.189, 0.204, -0.606, 0.188, 0.199, -0.602, 0.201, 0.210]
}

# 5
{
  "formula": "C2H8N2O2",
  "method": "ωB97M-V with the def2-TZVPD basis set",
  "total_energy_ha": -340.95861,
  "orbital_gap_ev": 10.7,
  "charge": 0,
  "smiles": "NC=O.NCO",
  "homo_ev": -10.057,
  "species": ["H", "C", "H", "N", "O", "H", "H", "H", "H", "H", "H", "O", "C", "N"],
  "xyz": [[-0.328, -0.471, 3.026], [-2.136, 0.236, 2.236], [1.732, -1.327, -1.489], [0.501, 0.135, -2.387], [-3.047, -0.442, 2.668], [0.444, 0.832, -0.164], [0.146, -0.724, -2.845], [2.485, 0.319, -1.472], [-2.227, 0.957, 1.394], [0.889, 0.754, -3.191], [-0.374, -0.240, 1.436], [1.128, 0.112, -0.103], [1.537, -0.208, -1.428], [-0.750, 0.067, 2.319]],
  "nbo_charge": [0.378, 0.548, 0.155, -0.866, -0.548, 0.478, 0.373, 0.166, 0.086, 0.374, 0.405, -0.754, 0.080, -0.875]
}